Molecular formula: C48H92O14
Method: DFT, ωB97M-V with the def2-TZVPD basis set

Geometry as XYZ:
```
154
Properties=species:S:1:pos:R:3:forces:R:3
C 14.04636 16.93304 -15.23873 1.375 0.166 0.009
C 15.16935 16.71999 -14.16557 -0.876 -0.610 -0.614
C 16.31680 16.17078 -15.00287 0.077 1.140 0.084
O 15.68184 15.37443 -15.96968 1.039 -0.958 -0.661
C 14.39950 15.84617 -16.29044 -1.436 -0.347 1.313
H 14.15789 17.93201 -15.66046 -0.328 0.042 -0.007
H 13.07107 16.77859 -14.78831 -0.147 0.211 -0.223
H 14.80076 15.90249 -13.54012 0.255 0.097 0.311
H 15.38160 17.58790 -13.54865 0.076 0.067 -0.083
H 17.05819 15.62019 -14.42207 -0.263 -0.458 -0.111
H 16.88209 16.96271 -15.51649 -0.113 0.211 0.121
H 13.72391 15.00204 -16.09322 -0.049 -0.004 -0.279
H 14.25335 16.10744 -17.34101 0.415 0.336 0.051
C 15.27805 9.52697 -22.06214 0.300 -0.323 -1.582
C 14.13927 8.50364 -21.90311 -0.293 0.233 -0.683
C 13.05309 8.90790 -22.97372 1.233 0.276 1.452
O 13.50169 10.14513 -23.46835 -0.664 0.654 -0.968
C 14.89030 10.29909 -23.35843 0.602 0.687 1.617
H 16.26565 9.09565 -22.23438 -0.050 -0.223 0.305
H 15.36623 10.20721 -21.21791 -0.191 -0.003 0.051
H 13.81352 8.59349 -20.86944 -0.444 -0.583 -0.095
H 14.37472 7.49301 -22.23516 0.585 -0.137 0.868
H 12.08519 9.05726 -22.50027 -0.181 -0.045 -0.285
H 13.01991 8.13227 -23.74154 -0.194 0.120 -0.171
H 15.11975 11.35113 -23.17204 -0.294 0.118 -0.247
H 15.49221 10.06188 -24.24017 -0.382 -0.653 -0.146
C 21.52800 11.04273 -16.45848 -1.242 -0.578 -0.549
C 22.93519 11.29862 -15.97806 0.662 0.575 -0.500
C 23.38493 9.90824 -15.50227 -0.434 0.943 0.108
O 22.20383 9.37347 -14.93593 -0.150 -0.208 1.046
C 21.10505 9.74440 -15.75909 0.367 -0.774 -0.866
H 21.42652 10.83693 -17.52778 0.352 0.409 -0.064
H 20.80268 11.81520 -16.21046 0.212 0.178 -0.077
H 22.92656 12.08189 -15.21612 0.072 -0.417 0.422
H 23.56909 11.71814 -16.76515 0.030 -0.256 -0.053
H 24.15365 9.92419 -14.73261 -0.007 -0.028 0.021
H 23.75243 9.33376 -16.36219 -0.159 -0.190 0.032
H 20.12489 9.84730 -15.28884 0.440 -0.080 0.807
H 21.00694 8.88564 -16.44116 -0.210 0.478 -0.396
C 16.42841 10.78746 -18.01297 0.781 -0.900 0.448
C 17.32256 11.92289 -18.48041 -0.427 1.056 0.212
C 17.73546 12.54443 -17.17363 -0.022 -0.932 1.058
O 18.04489 11.36296 -16.39614 0.419 -0.498 0.440
C 17.16330 10.28246 -16.75141 -0.807 0.897 -0.210
H 16.33928 9.95823 -18.71509 -0.352 0.233 -0.202
H 15.46347 11.12182 -17.62999 -0.197 0.295 -0.722
H 16.79176 12.65031 -19.09040 0.198 -0.218 -0.380
H 18.30118 11.65276 -18.87937 -0.435 -0.582 -0.697
H 16.96638 13.12075 -16.64714 -0.126 0.095 -0.248
H 18.65399 13.12926 -17.21694 -0.037 0.034 -0.110
H 16.41690 10.12948 -15.96977 0.217 -0.014 0.299
H 17.62943 9.31106 -16.91730 0.752 0.287 0.126
C 18.22364 4.49038 -15.83644 0.310 -0.454 -0.039
C 18.44262 5.80815 -15.10738 0.636 0.097 1.154
C 19.81318 6.34713 -15.61614 -2.021 0.330 -1.698
O 20.18160 5.40362 -16.61750 1.411 -0.442 -0.075
C 19.65309 4.13441 -16.29980 -1.096 0.484 0.149
H 17.57128 4.60055 -16.70422 0.117 0.110 -0.078
H 17.78120 3.70778 -15.21685 0.029 0.101 0.113
H 18.56533 5.61762 -14.03636 -0.317 0.014 0.009
H 17.63676 6.52646 -15.22620 0.037 0.021 -0.036
H 20.54066 6.62102 -14.85129 0.222 -0.563 -0.021
H 19.61504 7.21931 -16.24638 0.207 0.356 0.539
H 20.23623 3.64797 -15.51144 -0.009 -0.120 -0.001
H 19.60075 3.52019 -17.19626 0.435 -0.005 -0.035
C 20.40767 14.62275 -15.48711 1.750 -0.836 -0.563
C 21.03179 15.71059 -14.66124 -0.159 1.320 0.915
C 20.07581 15.79206 -13.48461 0.162 -0.265 -0.318
O 19.74507 14.42355 -13.22087 -0.362 0.054 -0.079
C 19.79492 13.66736 -14.44896 0.618 0.909 -0.326
H 21.28886 14.19660 -15.98397 -0.554 -0.551 -0.363
H 19.71260 14.92898 -16.26739 -0.100 0.355 0.246
H 21.21725 16.66443 -15.15948 -0.426 -0.010 -0.164
H 22.00223 15.48050 -14.21116 0.010 -0.649 -0.413
H 19.17475 16.35211 -13.75407 -0.016 0.155 0.239
H 20.59762 16.21263 -12.62640 -0.471 -0.005 0.266
H 18.82656 13.35516 -14.84126 -0.174 -0.233 0.667
H 20.45704 12.82064 -14.26610 -0.287 -0.182 -0.009
C 14.09917 7.82678 -16.67574 -0.154 -0.504 0.582
C 14.48618 7.18600 -18.00545 0.839 0.585 -0.523
C 13.14881 6.86862 -18.65459 -0.130 0.621 1.022
O 12.39319 8.05403 -18.31049 -0.320 -0.615 -0.436
C 12.77795 8.51451 -17.01702 -0.039 0.066 -0.210
H 14.84277 8.50040 -16.25305 0.080 0.049 -0.255
H 13.94246 7.08014 -15.89283 -0.059 -0.115 -0.109
H 15.21795 6.37967 -17.95881 -0.235 -0.174 0.210
H 14.97428 7.99795 -18.55673 -0.048 -0.192 -0.396
H 12.73241 5.96096 -18.20302 -0.250 0.081 0.171
H 13.08316 6.73216 -19.72914 0.352 0.248 -0.101
H 12.00062 8.28968 -16.28303 -0.080 -0.076 -0.028
H 12.85934 9.60162 -17.08871 0.080 0.047 0.065
C 16.85836 15.01847 -21.14534 -0.195 -0.551 -0.826
C 16.92224 15.13446 -19.63749 0.821 -0.976 0.503
C 17.10124 16.60593 -19.35258 -0.560 0.150 -0.493
O 16.89603 17.28932 -20.59273 -0.337 0.159 -0.184
C 16.36089 16.39865 -21.58353 0.274 -0.435 0.511
H 16.20003 14.20235 -21.45747 -0.209 0.199 -0.014
H 17.80084 14.76423 -21.63534 0.249 0.295 0.338
H 17.76237 14.59621 -19.19091 0.060 -0.096 -0.256
H 16.05363 14.67823 -19.15630 -0.270 0.421 -0.056
H 18.11720 16.84367 -19.03967 -0.096 0.078 0.285
H 16.35354 16.87968 -18.60267 0.222 0.536 0.042
H 16.75325 16.69276 -22.55439 -0.001 0.116 0.005
H 15.26761 16.40022 -21.62492 -0.011 0.275 0.179
C 19.91639 10.69573 -21.79825 -0.156 -0.442 0.195
C 19.45978 9.58800 -22.73542 0.363 -0.180 -1.404
C 18.56337 10.28117 -23.75681 0.250 0.608 0.129
O 17.95109 11.34631 -23.01793 -0.877 -0.574 0.320
C 18.87769 11.81128 -22.05066 1.315 -0.152 -0.248
H 20.92860 11.07060 -21.94538 -0.006 -0.174 -0.325
H 19.90948 10.23134 -20.81002 -0.168 0.617 0.283
H 18.88972 8.83763 -22.19149 0.071 -0.106 -0.040
H 20.28339 9.12915 -23.28837 -0.015 -0.296 0.348
H 17.83215 9.64045 -24.25142 -0.382 0.033 0.523
H 19.11553 10.70910 -24.60461 0.373 0.084 0.236
H 18.47722 12.09896 -21.08106 -0.830 0.259 -0.424
H 19.39856 12.64289 -22.53155 0.026 0.339 0.412
C 12.96048 10.02938 -13.50061 -2.115 -0.777 -1.034
C 13.54106 11.38970 -13.82885 0.041 -0.027 -0.553
C 13.28117 12.19902 -12.55021 1.428 -0.234 -0.027
O 12.41363 11.40636 -11.76665 -0.705 0.259 0.525
C 11.76790 10.46411 -12.63839 1.055 0.581 0.334
H 13.55700 9.24794 -13.04092 0.374 0.455 0.327
H 12.53492 9.55162 -14.39306 0.331 0.063 -0.101
H 12.94738 11.81058 -14.64596 0.028 -0.047 -0.027
H 14.56637 11.34303 -14.19703 0.116 0.187 0.347
H 12.93917 13.21927 -12.74510 -0.494 -0.153 -0.018
H 14.22930 12.31050 -12.01240 -0.163 0.003 0.234
H 11.02007 11.00897 -13.22701 -0.045 -0.237 -0.180
H 11.26797 9.70976 -12.03653 0.171 -0.065 0.061
O 16.36216 8.26141 -14.07638 -0.097 -0.083 -0.102
C 16.68139 8.22060 -12.92297 -0.008 0.740 0.006
O 17.96225 8.05717 -12.53857 -0.056 -0.115 -0.072
C 18.07740 8.09730 -11.11933 -0.214 -0.160 1.005
C 16.66963 7.95337 -10.52295 -0.599 0.604 -0.498
C 15.79750 8.38807 -11.70902 -0.678 -0.863 0.042
H 18.46420 9.06206 -10.78927 0.403 -0.072 -0.332
H 18.72050 7.27958 -10.80218 0.226 0.179 -0.101
H 16.50201 8.64310 -9.69870 0.239 -0.155 0.176
H 16.42004 6.94933 -10.18733 0.154 -0.068 -0.116
H 15.35087 9.37922 -11.63119 0.519 0.247 -0.080
H 14.92085 7.75622 -11.86984 0.110 -0.170 0.101
O 13.02833 14.88397 -21.38293 0.311 0.663 -0.376
C 13.11289 14.07788 -20.51952 -0.109 -1.503 0.558
O 12.59293 14.27788 -19.27339 -0.639 0.322 -0.188
C 12.54830 13.05337 -18.51319 0.848 0.894 0.595
C 12.80940 11.98135 -19.50229 -0.111 -1.457 -1.111
C 13.66567 12.62992 -20.57819 -0.306 0.843 0.204
H 11.60269 12.91244 -17.99249 -0.094 0.444 -0.112
H 13.34979 13.19810 -17.78049 -0.080 -0.509 0.175
H 11.88153 11.70313 -20.01330 -0.143 0.037 0.265
H 13.18630 11.04525 -19.08592 0.217 0.163 0.091
H 13.49400 12.21870 -21.56962 0.203 -0.015 -0.032
H 14.73073 12.64174 -20.33397 0.028 0.006 -0.069
```
Forces are in eV/Å.

The structure (SMILES) is O=C1CCCO1.O=C1CCCO1.C1CCOC1.C1CCOC1.C1CCOC1.C1CCOC1.C1CCOC1.C1CCOC1.C1CCOC1.C1CCOC1.C1CCOC1.C1CCOC1. As for the spin multiplicity: 1. Its energy above the lowest of the compared OMol25 structures with the same formula, charge and spin is 0.0 kcal/mol. The total energy is -2937.27225 Eh. For the frontier orbital gap, the calculation gives 9.746 eV.